(P)
C2H4FNO2 | ωB97M-V with the def2-TZVPD basis set

```
10
Properties=species:S:1:pos:R:3:lowdin_charge:R:1
C 1.28134 0.27171 -0.22120 -0.45
C -0.00243 0.04680 0.71549 -0.29
N -1.20042 -0.30494 -0.25523 0.04
O 2.20061 0.92863 0.17205 0.14
O 1.11397 -0.22085 -1.43850 0.14
F -0.22371 1.01801 1.57669 0.07
H 0.00703 -0.86324 1.25225 0.13
H -1.65203 0.57922 -0.64972 0.11
H 0.42353 -0.82305 -1.48642 0.06
H -1.94789 -0.63229 0.33457 0.05
```

Properties
**Structure (SMILES)**: N[C@H](F)C(=O)O
**Orbital gap**: 11.335 eV


(Q)
C2H4FNO2 | ωB97M-V with the def2-TZVPD basis set

```
10
Properties=species:S:1:pos:R:3:lowdin_charge:R:1
C -0.47069 0.53144 0.11471 -0.41
C -0.94596 -0.78892 0.57806 -0.10
H 2.49737 -0.15828 0.73157 0.18
H 1.11748 1.16140 -1.12960 0.27
H 0.02529 -1.29814 1.17447 0.19
H -2.08899 -0.89900 0.80092 0.16
N 0.95849 0.81708 0.09515 -0.05
O 1.74831 -0.30094 -0.00764 -0.16
O -1.11085 1.60020 -0.15957 0.02
F -0.54005 -1.48608 -0.56248 -0.08
```

Properties
**Orbital gap**: 10.624 eV


Which structure is most stable, and how do the rest compare? From most to least stable: (P), (Q).